(1)
DFT (ωB97M-V/def2-TZVPD) results for a 12-piece molecular cluster, C24H72O24 overall in a non-equilibrium geometry.

Summary:
SMILES string: OCCO.OCCO.OCCO.OCCO.OCCO.OCCO.OCCO.OCCO.OCCO.OCCO.OCCO.OCCO
lowest unoccupied orbital energy: -0.098 eV
HOMO-LUMO gap: 9.44 eV
relative energy (zero: lowest compared OMol25 entry of this formula, charge and spin): 146.59 kcal/mol

Bonds (Å) are listed after each position.
Positions of all 120 atoms, in Å:
1 O 7.503 -24.515 21.936  C2 1.433, H5 0.960
2 C 8.722 -23.772 22.066  O1 1.433, C3 1.574, H6 1.090, H7 1.090
3 C 8.527 -22.215 21.940  C2 1.574, O4 1.470, H8 1.090, H9 1.090
4 O 8.264 -21.815 20.550  C3 1.470, H10 0.960
5 H 7.819 -25.337 21.555  O1 0.960
6 H 9.326 -23.959 22.954  C2 1.090
7 H 9.328 -24.126 21.232  C2 1.090
8 H 9.493 -21.721 22.041  C3 1.090
9 H 7.749 -21.864 22.617  C3 1.090
10 H 7.370 -22.158 20.484  O4 0.960
11 O 7.260 -17.985 22.047  C12 1.527, H15 0.960
12 C 7.701 -16.676 22.699  O11 1.527, C13 1.554, H16 1.090, H17 1.090
13 C 9.222 -16.872 22.949  C12 1.554, O14 1.375, H18 1.090, H19 1.090
14 O 9.846 -16.737 21.731  C13 1.375, H20 0.960
15 H 6.830 -18.481 22.748  O11 0.960
16 H 7.348 -15.833 22.105  C12 1.090
17 H 7.347 -16.566 23.724  C12 1.090
18 H 9.546 -17.801 23.417  C13 1.090
19 H 9.652 -16.051 23.522  C13 1.090
20 H 10.143 -17.628 21.530  O14 0.960
21 O 7.433 -24.073 17.569  C22 1.453, H25 0.960
22 C 7.969 -22.945 16.826  O21 1.453, C23 1.550, H26 1.090, H27 1.090
23 C 6.937 -21.978 16.192  C22 1.550, O24 1.445, H28 1.090, H29 1.090
24 O 6.208 -22.608 15.116  C23 1.445, H30 0.960
25 H 7.920 -24.892 17.458  O21 0.960
26 H 8.830 -22.376 17.177  C22 1.090
27 H 8.414 -23.443 15.965  C22 1.090
28 H 7.465 -21.223 15.609  C23 1.090
29 H 6.224 -21.461 16.833  C23 1.090
30 H 5.353 -22.178 15.188  O24 0.960
31 O 15.855 -20.990 17.475  C32 1.411, H35 0.960
32 C 17.220 -21.009 17.833  O31 1.411, C33 1.565, H36 1.090, H37 1.090
33 C 17.869 -21.998 16.810  C32 1.565, O34 1.458, H38 1.090, H39 1.090
34 O 19.092 -22.513 17.414  C33 1.458, H40 0.960
35 H 15.775 -20.859 16.527  O31 0.960
36 H 17.688 -20.032 17.709  C32 1.090
37 H 17.343 -21.473 18.812  C32 1.090
38 H 18.195 -21.393 15.964  C33 1.090
39 H 17.155 -22.760 16.498  C33 1.090
40 H 19.582 -22.954 16.716  O34 0.960
41 O 9.239 -26.391 17.032  C42 1.432, H45 0.960
42 C 10.482 -25.719 17.262  O41 1.432, C43 1.488, H46 1.090, H47 1.090
43 C 10.599 -24.808 18.433  C42 1.488, O44 1.440, H48 1.090, H49 1.090
44 O 11.988 -24.449 18.559  C43 1.440, H50 0.960
45 H 9.227 -26.426 16.072  O41 0.960
46 H 11.381 -26.333 17.205  C42 1.090
47 H 10.503 -25.142 16.337  C42 1.090
48 H 10.350 -25.556 19.185  C43 1.090
49 H 9.876 -23.995 18.492  C43 1.090
50 H 12.290 -23.602 18.222  O44 0.960
51 O 12.063 -22.913 21.943  C52 1.403, H55 0.960
52 C 12.137 -23.743 23.071  O51 1.403, C53 1.508, H56 1.090, H57 1.090
53 C 11.921 -25.147 22.562  C52 1.508, O54 1.395, H58 1.090, H59 1.090
54 O 12.920 -25.705 21.764  C53 1.395, H60 0.960
55 H 11.877 -22.003 22.186  O51 0.960
56 H 13.155 -23.854 23.443  C52 1.090
57 H 11.455 -23.406 23.851  C52 1.090
58 H 11.038 -25.387 21.970  C53 1.090
59 H 12.022 -25.753 23.462  C53 1.090
60 H 12.623 -25.371 20.915  O54 0.960
61 O 15.257 -21.498 12.228  C62 1.462, H65 0.960
62 C 14.440 -21.693 13.425  O61 1.462, C63 1.513, H66 1.090, H67 1.090
63 C 14.466 -20.573 14.443  C62 1.513, O64 1.373, H68 1.090, H69 1.090
64 O 15.719 -20.021 14.559  C63 1.373, H70 0.960
65 H 15.416 -22.374 11.869  O61 0.960
66 H 13.399 -21.996 13.312  C62 1.090
67 H 14.954 -22.574 13.809  C62 1.090
68 H 13.829 -20.912 15.259  C63 1.090
69 H 13.880 -19.779 13.981  C63 1.090
70 H 15.947 -19.778 13.659  O64 0.960
71 O 17.611 -19.268 21.211  C72 1.411, H75 0.960
72 C 17.803 -17.909 20.882  O71 1.411, C73 1.554, H76 1.090, H77 1.090
73 C 16.859 -17.682 19.669  C72 1.554, O74 1.427, H78 1.090, H79 1.090
74 O 15.499 -17.970 19.988  C73 1.427, H80 0.960
75 H 16.664 -19.400 21.304  O71 0.960
76 H 17.484 -17.214 21.658  C72 1.090
77 H 18.862 -17.726 20.698  C72 1.090
78 H 17.088 -18.211 18.744  C73 1.090
79 H 16.973 -16.634 19.391  C73 1.090
80 H 15.265 -18.634 19.335  O74 0.960
81 O 9.834 -13.350 18.080  C82 1.423, H85 0.960
82 C 9.988 -14.120 19.266  O81 1.423, C83 1.511, H86 1.090, H87 1.090
83 C 9.984 -15.579 18.873  C82 1.511, O84 1.500, H88 1.090, H89 1.090
84 O 8.609 -16.172 18.779  C83 1.500, H90 0.960
85 H 8.982 -12.909 18.100  O81 0.960
86 H 10.984 -13.832 19.604  C82 1.090
87 H 9.221 -13.971 20.025  C82 1.090
88 H 10.648 -16.124 19.543  C83 1.090
89 H 10.481 -15.793 17.927  C83 1.090
90 H 8.732 -17.117 18.658  O84 0.960
91 O 12.955 -21.342 17.924  C92 1.428, H95 0.960
92 C 12.476 -20.848 19.174  O91 1.428, C93 1.563, H96 1.090, H97 1.090
93 C 10.931 -20.675 19.341  C92 1.563, O94 1.444, H98 1.090, H99 1.090
94 O 10.557 -19.485 18.615  C93 1.444, H100 0.960
95 H 13.906 -21.212 17.912  O91 0.960
96 H 12.794 -21.620 19.874  C92 1.090
97 H 12.893 -19.885 19.469  C92 1.090
98 H 10.873 -20.598 20.426  C93 1.090
99 H 10.402 -21.544 18.950  C93 1.090
100 H 9.757 -19.180 19.050  O94 0.960
101 O 7.947 -18.679 19.598  C102 1.434, H105 0.960
102 C 6.955 -19.569 19.068  O101 1.434, C103 1.556, H106 1.090, H107 1.090
103 C 5.583 -18.887 18.793  C102 1.556, O104 1.408, H108 1.090, H109 1.090
104 O 5.632 -18.091 17.632  C103 1.408, H110 0.960
105 H 7.590 -18.539 20.478  O101 0.960
106 H 7.397 -20.157 18.264  C102 1.090
107 H 6.649 -20.239 19.871  C102 1.090
108 H 5.366 -18.167 19.582  C103 1.090
109 H 4.775 -19.616 18.856  C103 1.090
110 H 6.071 -17.262 17.836  O104 0.960
111 O 10.006 -19.618 15.803  C112 1.404, H115 0.960
112 C 10.774 -20.211 14.789  O111 1.404, C113 1.579, H116 1.090, H117 1.090
113 C 10.455 -21.757 14.801  C112 1.579, O114 1.425, H118 1.090, H119 1.090
114 O 11.044 -22.445 13.700  C113 1.425, H120 0.960
115 H 10.538 -19.565 16.601  O111 0.960
116 H 10.459 -19.735 13.860  C112 1.090
117 H 11.821 -19.914 14.734  C112 1.090
118 H 9.407 -22.056 14.769  C113 1.090
119 H 10.801 -22.059 15.789  C113 1.090
120 H 10.665 -23.304 13.501  O114 0.960

Results of the Mulliken charge analysis, in e, for atoms 1 through 5:
1 O -0.588
2 C 0.534
3 C -0.608
4 O -0.118
5 H 0.374



(2)
DFT (ωB97M-V/def2-TZVPD) results for a 2-piece molecular cluster, C31H34BFO3S overall in a non-equilibrium geometry.

Summary:
SMILES string: CC1(C)OB([C@H](c2ccccc2)c2ccc(F)cc2)OC1(C)C.COc1ccc(-c2ccc(C)s2)cc1
lowest unoccupied orbital energy: 0.473 eV
HOMO-LUMO gap: 7.81 eV
relative energy (zero: lowest compared OMol25 entry of this formula, charge and spin): 10.03 kcal/mol

Bonds (Å) are listed after each position.
Positions of all 71 atoms, in Å:
1 C -2.862 2.469 1.477  C2 1.528, H24 1.100, H25 1.097, H26 1.097
2 C -1.667 2.890 2.333  C1 1.528, C3 1.512, O4 1.449, C21 1.600
3 C -2.202 3.545 3.586  C2 1.512, H27 1.095, H28 1.092, H29 1.091
4 O -0.999 1.669 2.736  C2 1.449, B5 1.383
5 B 0.141 1.652 1.953  O4 1.383, C6 1.812, O20 1.357
6 C 0.136 0.276 0.774  B5 1.812, C7 1.511, C13 1.509, H30 1.092
7 C 0.207 -0.779 1.853  C6 1.511, C8 1.397, C12 1.411
8 C -0.477 -1.997 1.848  C7 1.397, C9 1.404, H31 1.095
9 C -0.124 -2.988 2.777  C8 1.404, C10 1.399, H32 1.093
10 C 0.832 -2.735 3.766  C9 1.399, C11 1.399, H33 1.094
11 C 1.448 -1.480 3.831  C10 1.399, C12 1.392, H34 1.088
12 C 1.144 -0.514 2.875  C7 1.411, C11 1.392, H35 1.103
13 C 1.436 0.335 0.010  C6 1.509, C14 1.406, C19 1.396
14 C 2.204 -0.828 -0.180  C13 1.406, C15 1.392, H36 1.096
15 C 3.469 -0.802 -0.762  C14 1.392, C16 1.395, H37 1.088
16 C 3.974 0.436 -1.158  C15 1.395, F17 1.372, C18 1.391
17 F 5.204 0.492 -1.764  C16 1.372
18 C 3.266 1.618 -0.967  C16 1.391, C19 1.391, H38 1.086
19 C 1.971 1.533 -0.468  C13 1.396, C18 1.391, H39 1.087
20 O 0.640 2.853 1.564  B5 1.357, C21 1.459
21 C -0.526 3.731 1.590  C2 1.600, O20 1.459, C22 1.523, C23 1.519
22 C -0.877 4.070 0.147  C21 1.523, H40 1.097, H41 1.095, H42 1.101
23 C -0.035 4.965 2.329  C21 1.519, H43 1.091, H44 1.100, H45 1.095
24 H -3.446 3.329 1.120  C1 1.100
25 H -2.569 1.854 0.617  C1 1.097
26 H -3.518 1.851 2.103  C1 1.097
27 H -2.672 4.507 3.359  C3 1.095
28 H -2.963 2.894 4.023  C3 1.092
29 H -1.412 3.692 4.324  C3 1.091
30 H -0.749 0.260 0.134  C6 1.092
31 H -1.278 -2.165 1.120  C8 1.095
32 H -0.618 -3.963 2.742  C9 1.093
33 H 1.096 -3.502 4.499  C10 1.094
34 H 2.159 -1.236 4.617  C11 1.088
35 H 1.687 0.446 2.886  C12 1.103
36 H 1.798 -1.789 0.156  C14 1.096
37 H 4.053 -1.711 -0.891  C15 1.088
38 H 3.714 2.584 -1.182  C18 1.086
39 H 1.364 2.432 -0.403  C19 1.087
40 H -1.710 4.784 0.119  C22 1.097
41 H -0.011 4.490 -0.373  C22 1.095
42 H -1.185 3.166 -0.401  C22 1.101
43 H -0.770 5.770 2.306  C23 1.091
44 H 0.217 4.716 3.370  C23 1.100
45 H 0.887 5.311 1.849  C23 1.095
46 C 3.468 -5.150 -3.983  O47 1.442, H60 1.090, H61 1.100, H62 1.099
47 O 2.572 -5.250 -2.858  C46 1.442, C48 1.359
48 C 1.726 -4.218 -2.598  O47 1.359, C49 1.417, C59 1.414
49 C 0.672 -4.462 -1.684  C48 1.417, C50 1.373, H63 1.091
50 C -0.280 -3.499 -1.455  C49 1.373, C51 1.412, H64 1.092
51 C -0.163 -2.217 -2.036  C50 1.412, C52 1.443, C58 1.417
52 C -1.223 -1.247 -1.901  C51 1.443, C53 1.392, S57 1.763
53 C -1.240 0.045 -2.417  C52 1.392, C54 1.422, H65 1.086
54 C -2.539 0.620 -2.479  C53 1.422, C55 1.391, H66 1.089
55 C -3.527 -0.228 -1.994  C54 1.391, C56 1.477, S57 1.729
56 C -4.982 0.020 -1.943  C55 1.477, H67 1.094, H68 1.095, H69 1.096
57 S -2.853 -1.711 -1.414  C52 1.763, C55 1.729
58 C 0.962 -1.943 -2.852  C51 1.417, C59 1.382, H70 1.093
59 C 1.870 -2.935 -3.174  C48 1.414, C58 1.382, H71 1.087
60 H 3.856 -6.163 -4.090  C46 1.090
61 H 2.946 -4.841 -4.901  C46 1.100
62 H 4.287 -4.451 -3.766  C46 1.099
63 H 0.609 -5.451 -1.228  C49 1.091
64 H -1.148 -3.742 -0.838  C50 1.092
65 H -0.331 0.530 -2.761  C53 1.086
66 H -2.754 1.599 -2.904  C54 1.089
67 H -5.252 0.796 -2.665  C56 1.094
68 H -5.530 -0.894 -2.194  C56 1.095
69 H -5.298 0.340 -0.943  C56 1.096
70 H 1.101 -0.950 -3.288  C58 1.093
71 H 2.673 -2.731 -3.877  C59 1.087

Results of the Mulliken charge analysis, in e, for atoms 1 through 5:
1 C -1.738
2 C 1.810
3 C -2.007
4 O -0.716
5 B 0.869